P.
Here is C5H6N2O2 as an isolated structure from the Open Molecules 2025 dataset. Energies are from ωB97M-V/def2-TZVPD.

```
15
C5H6N2O2 (ωB97M-V/def2-TZVPD)
C 2.54 0.54 0.15
N 0.53 0.04 -1.29
C -2.38 -0.14 0.13
C -0.94 -0.43 -0.17
C 1.13 0.12 -0.03
C 0.14 -0.27 0.80
O -3.01 -1.22 0.61
N -0.57 -0.86 -1.37
O -2.90 0.93 -0.04
H -3.95 -1.01 0.75
H 0.59 0.74 -2.03
H 0.11 -0.34 1.88
H 2.69 1.56 -0.18
H 2.82 0.47 1.20
H 3.20 -0.11 -0.43
```

Results
Highest occupied orbital energy in eV: -8.48
Net charge: 0
LUMO energy in eV: 0.4

Atomic partial charges in e from the Löwdin method, atoms 1 to 4: atom 1 (C): -0.02, atom 2 (N): -0.03, atom 3 (C): -0.48, atom 4 (C): -0.24

=====

Q.
Here is a 2-piece molecular cluster, C5H6N2O2 overall from the Open Molecules 2025 dataset. Energies are from ωB97M-V/def2-TZVPD.

```
15
C5H6N2O2 (ωB97M-V/def2-TZVPD)
C 0.98 -1.88 -0.16
C 2.36 0.12 0.06
C -3.15 0.35 0.62
C 2.11 -1.19 0.23
C -1.71 -0.02 0.40
N -0.01 -2.31 -0.61
N -1.09 0.64 -0.45
O 1.55 1.02 -0.48
O -3.79 1.17 0.02
H 3.37 0.51 0.42
H -3.56 -0.13 1.43
H 2.93 -1.80 0.50
H -1.35 -0.79 1.10
H 0.51 0.84 -0.59
H -1.71 1.25 -1.07
```

Results
Highest occupied orbital energy in eV: -9.13
Net charge: 0
LUMO energy in eV: -1.0
SMILES string: [H]/N=C\C=O.N#C/C=C\O

Atomic partial charges in e from the Löwdin method, atoms 1 to 4: atom 1 (C): -0.26, atom 2 (C): -0.20, atom 3 (C): -0.23, atom 4 (C): -0.14

=====

R.
Here is a 2-piece molecular cluster, C5H6N2O2 overall from the Open Molecules 2025 dataset. Energies are from ωB97M-V/def2-TZVPD.

```
15
C5H6N2O2 (ωB97M-V/def2-TZVPD)
C 1.98 -0.30 -0.36
C 0.51 1.06 1.08
C -1.42 0.94 -0.95
C -0.04 -1.45 0.73
C 0.73 -0.20 0.36
N 2.99 -0.46 -0.90
N -0.54 0.29 -1.60
O 0.92 2.15 0.90
O -1.45 1.11 0.31
H -0.13 0.75 1.92
H -2.23 1.43 -1.40
H 0.38 -1.91 1.61
H 0.15 -2.04 -0.18
H -1.11 -1.16 0.94
H -0.73 -0.23 -2.46
```

Results
Highest occupied orbital energy (spin up / spin down) in eV: -10.08 / -10.08
Net charge: 0
LUMO energy (spin up / spin down) in eV: -2.5 / -2.5

Atomic partial charges in e from the Löwdin method, atoms 1 to 4: atom 1 (C): -0.16, atom 2 (C): -0.37, atom 3 (C): -0.41, atom 4 (C): -0.02

=====

Relative energy of each structure, in hartree: P 0.0294; Q 0.0000; R 0.0710.

=====

P.
Here is an isolated ion of composition C4H11N2S and charge -1 from the Open Molecules 2025 dataset. Energies are from ωB97M-V/def2-TZVPD.

```
18
C4H11N2S (ωB97M-V/def2-TZVPD)
C -1.71 -0.50 0.89
N -0.49 0.05 0.53
C -0.10 0.68 -0.74
C 1.46 0.36 -1.15
S 2.03 1.33 -2.53
C -1.75 -1.76 1.82
N -1.16 -1.23 3.14
H -2.25 0.33 1.49
H -2.17 -0.91 0.15
H 0.07 0.43 1.35
H -0.25 1.79 -0.78
H -0.69 0.27 -1.61
H 1.74 -0.73 -1.34
H 1.92 0.55 -0.19
H -1.28 -2.60 1.37
H -2.83 -2.01 2.10
H -0.73 -1.94 3.67
H -1.91 -0.77 3.68
```

Results
Highest occupied orbital energy in eV: -2.13
Net charge: -1
LUMO energy in eV: 3.3
SMILES string: NCCNCC[S-]

Atomic partial charges in e from the Löwdin method, atoms 1 to 4: atom 1 (C): -0.31, atom 2 (N): -0.11, atom 3 (C): -0.30, atom 4 (C): -0.84

=====

Q.
Here is a 2-piece molecular cluster, C4H11N2S overall from the Open Molecules 2025 dataset. Energies are from ωB97M-V/def2-TZVPD.

```
18
C4H11N2S (ωB97M-V/def2-TZVPD)
C 3.04 0.06 0.45
C 2.12 0.61 1.55
S 0.44 -0.08 1.45
H 2.70 0.45 -0.51
H 2.90 -1.02 0.40
H 4.09 0.35 0.61
H 2.08 1.70 1.49
H 2.50 0.35 2.54
C -2.63 -0.62 0.42
N -2.47 -0.51 -1.01
C -1.36 0.03 -1.57
N -1.26 0.31 -2.82
H -3.68 -0.46 0.70
H -2.29 -1.59 0.79
H -2.05 0.12 0.97
H -3.26 -0.56 -1.63
H -0.58 0.30 -0.84
H -0.30 0.58 -3.00
```

Results
Highest occupied orbital energy in eV: -2.64
Net charge: -1
LUMO energy in eV: 4.0

Atomic partial charges in e from the Löwdin method, atoms 1 to 4: atom 1 (C): -0.25, atom 2 (C): -0.82, atom 3 (S): 0.25, atom 4 (H): 0.05

=====

R.
Here is C4H11N2S as an isolated structure from the Open Molecules 2025 dataset. Energies are from ωB97M-V/def2-TZVPD.

```
18
C4H11N2S (ωB97M-V/def2-TZVPD)
C -0.25 -0.23 0.26
N -0.06 1.43 -0.53
C 0.47 2.41 0.31
N 1.90 2.24 0.76
C -1.11 -1.13 -0.59
C -0.68 -2.63 -0.44
S -1.82 -3.77 -1.24
H 0.47 -0.91 0.76
H -0.75 0.16 1.16
H 0.54 0.48 -0.39
H -0.02 2.53 1.32
H 0.34 3.37 -0.21
H 1.92 1.30 1.14
H 2.54 2.45 0.01
H -1.06 -1.08 -1.68
H -2.18 -1.00 -0.41
H 0.34 -2.65 -0.85
H -0.60 -2.96 0.62
```

Results
Highest occupied orbital energy in eV: -2.51
Net charge: -1
LUMO energy in eV: 3.6

Atomic partial charges in e from the Löwdin method, atoms 1 to 4: atom 1 (C): -0.17, atom 2 (N): -0.02, atom 3 (C): -0.44, atom 4 (N): -0.02

=====

Relative energy of each structure, in hartree: P 0.0688; Q 0.0000; R 0.1517.

=====

P.
Here is a 2-piece molecular cluster, C4H12N2O3 overall from the Open Molecules 2025 dataset. Energies are from ωB97M-V/def2-TZVPD.

```
21
C4H12N2O3 (ωB97M-V/def2-TZVPD)
C -0.76 -0.55 0.25
C -0.62 -0.43 1.81
C -1.78 -1.21 2.45
O 0.54 -1.09 2.29
N 0.56 -0.79 -0.37
C 1.10 0.28 -1.06
N 2.17 0.03 -1.86
O 0.71 1.43 -0.88
H -1.42 -1.35 -0.04
H -1.13 0.42 -0.01
H -0.66 0.60 2.15
H -1.49 -2.22 2.70
H -1.99 -0.78 3.43
H -2.73 -1.28 1.91
H 1.22 -0.90 1.62
H 0.61 -1.68 -0.83
H 2.77 0.82 -2.00
H 2.28 -0.84 -2.33
H -0.63 1.86 -1.95
H -1.77 2.88 -1.85
O -1.42 2.19 -2.42
```

Results
Highest occupied orbital energy in eV: -10.25
Net charge: 0
LUMO energy in eV: 0.5
SMILES string: C[C@@H](O)CNC(N)=O.O

Atomic partial charges in e from the Löwdin method, atoms 1 to 4: atom 1 (C): -0.11, atom 2 (C): -0.40, atom 3 (C): -0.06, atom 4 (O): -0.05

=====

Q.
Here is a 2-piece molecular cluster, C4H12N2O3 overall from the Open Molecules 2025 dataset. Energies are from ωB97M-V/def2-TZVPD.

```
21
C4H12N2O3 (ωB97M-V/def2-TZVPD)
C -0.48 1.01 0.75
C 0.67 0.44 1.57
C -0.14 1.18 -0.82
N -0.88 2.31 1.28
O 1.09 1.70 -1.05
O -1.03 1.29 -1.66
H 1.46 2.11 -0.25
H -1.33 0.32 0.81
H -1.16 2.29 2.26
H -1.69 2.65 0.75
H 1.62 0.95 1.39
H 0.82 -0.61 1.33
H 0.46 0.51 2.65
C -0.57 -2.47 -0.69
N 0.12 -1.37 -1.37
O 1.51 -1.76 -1.45
H 1.97 -0.90 -1.53
H -0.17 -1.40 -2.40
H -0.43 -3.41 -1.24
H -1.64 -2.25 -0.63
H -0.19 -2.60 0.32
```

Results
Highest occupied orbital energy in eV: -9.39
Net charge: 0
LUMO energy in eV: 0.7
SMILES string: C[C@@H](N)C(=O)O.CNO

Atomic partial charges in e from the Löwdin method, atoms 1 to 4: atom 1 (C): -0.37, atom 2 (C): -0.06, atom 3 (C): -0.47, atom 4 (N): 0.03

=====

Relative energy of each structure, in hartree: P 0.0000; Q 0.0904.

=====

P.
Here is one molecule with the formula C3H6N4S from the Open Molecules 2025 dataset. Energies are from ωB97M-V/def2-TZVPD.

```
14
C3H6N4S (ωB97M-V/def2-TZVPD)
C 0.89 0.73 0.55
C -0.99 -0.57 0.32
C -3.84 -0.34 0.01
H 2.28 -1.45 -0.15
H 0.28 1.58 0.86
H -1.59 -1.49 0.39
H -1.14 1.13 -0.72
H -4.86 -0.32 -0.36
H -3.64 -1.12 0.84
N 2.10 0.92 0.25
N 0.26 -0.58 0.54
N -1.70 0.44 -0.22
N -3.01 0.42 -0.57
S 3.05 -0.36 -0.39
```

Results
Highest occupied orbital energy in eV: -8.57
Net charge: 0
LUMO energy in eV: 0.2
SMILES string: C=NN/C=N\C=N/S

Atomic partial charges in e from the Löwdin method, atoms 1 to 4: atom 1 (C): -0.36, atom 2 (C): -0.24, atom 3 (C): -0.06, atom 4 (H): -0.16

=====

Q.
Here is C3H6N4S as an isolated structure from the Open Molecules 2025 dataset. Energies are from ωB97M-V/def2-TZVPD.

```
14
C3H6N4S (ωB97M-V/def2-TZVPD)
C -0.98 0.89 -0.20
C -0.08 -0.21 -0.11
C 1.42 0.27 0.01
H -3.09 0.99 0.52
H -2.02 -0.67 0.43
H 0.15 2.17 -0.88
H 3.06 -0.70 0.09
H 1.82 -1.63 -0.30
H 1.13 1.78 1.14
N -2.15 0.35 0.25
N -0.76 2.13 -0.53
N 2.21 -0.76 -0.58
N 1.95 1.11 0.81
S -0.75 -1.72 0.07
```

Results
Highest occupied orbital energy in eV: -9.49
Net charge: 0
LUMO energy in eV: -2.0

Atomic partial charges in e from the Löwdin method, atoms 1 to 4: atom 1 (C): -0.58, atom 2 (C): -0.49, atom 3 (C): -0.49, atom 4 (H): 0.20

=====

R.
Here is a 2-piece molecular cluster, C3H6N4S overall from the Open Molecules 2025 dataset. Energies are from ωB97M-V/def2-TZVPD.

```
14
C3H6N4S (ωB97M-V/def2-TZVPD)
C -1.27 0.80 0.11
C 2.71 0.94 -0.49
C 2.00 -0.17 -0.31
N -2.23 0.64 -0.75
N -1.21 -0.38 0.83
N -2.76 -0.57 -0.68
N -2.17 -1.21 0.32
S -2.34 -2.69 0.88
H -0.90 1.70 0.33
H -0.54 -0.75 1.47
H 3.10 1.63 0.29
H 2.44 1.40 -1.46
H 1.89 -0.87 0.58
H 1.30 -0.47 -1.11
```

Results
Highest occupied orbital energy (spin up / spin down) in eV: -8.42 / -8.42
Net charge: 0
LUMO energy (spin up / spin down) in eV: -0.2 / -0.2
SMILES string: [S-][n+]1nnc[nH]1.C=C

Atomic partial charges in e from the Löwdin method, atoms 1 to 4: atom 1 (C): -0.12, atom 2 (C): -0.09, atom 3 (C): -0.13, atom 4 (N): 0.01

=====

S.
Here is one molecule with the formula C3H6N4S from the Open Molecules 2025 dataset. Energies are from ωB97M-V/def2-TZVPD.

```
14
C3H6N4S (ωB97M-V/def2-TZVPD)
C -0.03 1.64 -0.13
C 1.45 1.42 -0.22
C -0.85 -1.95 0.05
N 1.76 0.30 0.67
N 1.08 -0.66 0.67
N -0.20 -0.71 -0.03
N -0.85 0.60 -0.14
S -2.52 0.59 0.07
H -0.40 2.54 0.14
H 1.87 1.01 -1.14
H 1.93 2.28 -0.01
H -1.95 -1.84 -0.39
H -0.35 -2.68 -0.56
H -0.94 -2.53 1.01
```

Results
Highest occupied orbital energy (spin up / spin down) in eV: -8.14 / -8.13
Net charge: 0
LUMO energy (spin up / spin down) in eV: -0.1 / -0.1
SMILES string: CN1N=NCC=[N+]1[S-]

Atomic partial charges in e from the Löwdin method, atoms 1 to 4: atom 1 (C): -0.09, atom 2 (C): -0.14, atom 3 (C): -0.15, atom 4 (N): 0.01

=====

Relative energy of each structure, in hartree: P 0.0000; Q 0.0198; R 0.0653; S 0.0833.

=====

P.
Here is one molecule with the formula C3H6N4S from the Open Molecules 2025 dataset. Energies are from ωB97M-V/def2-TZVPD.

```
14
C3H6N4S (ωB97M-V/def2-TZVPD)
C -1.46 -0.33 -0.55
C -1.67 -1.03 -1.77
C 2.13 0.11 0.58
N -1.68 0.49 0.24
N -1.29 1.18 1.25
N 0.70 0.27 0.58
N 0.13 1.04 1.40
S 0.55 1.82 2.72
H -2.10 -1.97 -1.48
H -2.13 -0.41 -2.43
H -0.70 -1.39 -2.30
H 2.31 -0.25 1.58
H 2.57 -0.59 -0.22
H 2.62 1.06 0.40
```

Results
Highest occupied orbital energy in eV: -8.13
Net charge: 0
LUMO energy in eV: 0.2

Atomic partial charges in e from the Löwdin method, atoms 1 to 4: atom 1 (C): -0.04, atom 2 (C): -0.03, atom 3 (C): -0.13, atom 4 (N): 0.01

=====

Q.
Here is one molecule with the formula C3H6N4S from the Open Molecules 2025 dataset. Energies are from ωB97M-V/def2-TZVPD.

```
14
C3H6N4S (ωB97M-V/def2-TZVPD)
C 1.28 -0.54 0.00
C -0.14 1.48 0.29
C -2.21 -0.25 -0.22
H 2.15 -2.30 0.23
H 0.37 -2.36 0.16
H -1.02 1.55 0.94
H 1.42 2.30 -0.51
H -2.98 -0.95 -0.36
H -2.39 0.77 -0.58
N 1.24 -1.88 0.05
N 0.05 0.09 0.03
N 0.53 2.51 -0.04
N -1.06 -0.70 0.11
S 2.76 0.26 -0.08
```

Results
Highest occupied orbital energy in eV: -8.58
Net charge: 0
LUMO energy in eV: 0.3
SMILES string: [H]/N=C\N(N=C)C(N)=S

Atomic partial charges in e from the Löwdin method, atoms 1 to 4: atom 1 (C): -0.84, atom 2 (C): -0.27, atom 3 (C): 0.00, atom 4 (H): 0.10

=====

Relative energy of each structure, in hartree: P 0.1697; Q 0.0000.